DFT (ωB97M-V/def2-TZVPD) results for a cluster of 11 separate species, C33H67NO13S in total at a distorted geometry.

Computed properties:
- DFT total energy: -74247.54592 eV
- LUMO energy: 0.28 eV
- Molar mass: 718.0 g mol⁻¹
- HOMO: -8.560 eV
- SMILES: NCCOC(=O)OS.CC(C)=O.CC(C)=O.CC(C)=O.CC(C)=O.CC(C)=O.CC(C)=O.CC(C)=O.CC(C)=O.CC(C)=O.CC(C)=O
- Charge: 0

Cartesian coordinates (Å):
N: -3.9271 3.1232 3.1983
C: -3.2753 1.9645 3.8865
C: -1.7073 1.9859 3.4747
O: -1.5864 1.8164 2.0360
C: -1.0039 2.9215 1.4100
O: -1.2179 4.1131 1.6663
O: -0.1056 2.5976 0.3218
S: -0.8068 3.3512 -1.0557
H: -4.8832 2.8753 2.8976
H: -3.9377 3.9228 3.8393
H: -3.3895 2.0978 5.0229
H: -3.7373 0.9647 3.5814
H: -1.2372 2.9323 3.8890
H: -1.2398 1.1011 4.0449
H: -2.0328 2.7240 -1.3422
C: 1.4294 -1.2634 5.0809
C: 0.1268 -0.8854 5.7303
O: -0.4791 0.1192 5.3992
C: -0.4003 -1.7969 6.8054
H: 1.6884 -0.5168 4.3271
H: 2.2216 -1.2936 5.8306
H: 1.3341 -2.2351 4.5933
H: 0.3129 -1.8496 7.6303
H: -0.5765 -2.7929 6.3945
H: -1.3453 -1.4016 7.1838
C: 4.8597 -3.5476 4.6907
C: 4.1966 -3.7525 6.0259
O: 2.9851 -3.8062 6.1307
C: 5.0909 -3.8886 7.2302
H: 4.0969 -3.4633 3.9153
H: 5.4459 -2.6263 4.7046
H: 5.5014 -4.4007 4.4599
H: 5.6862 -2.9818 7.3555
H: 5.7439 -4.7558 7.1121
H: 4.4778 -4.0310 8.1225
C: 3.2156 -4.1168 -0.4841
C: 3.8459 -4.1799 0.8773
O: 3.9162 -3.1883 1.5819
C: 4.3845 -5.5103 1.3342
H: 2.8740 -3.0982 -0.6762
H: 3.9509 -4.3918 -1.2472
H: 2.3562 -4.7871 -0.5270
H: 5.1693 -5.8462 0.6532
H: 3.5773 -6.2447 1.3725
H: 4.8097 -5.4051 2.3342
C: -1.9899 -3.9058 -1.6416
C: -0.7436 -3.3808 -0.9802
O: 0.3454 -3.8819 -1.1944
C: -0.8954 -2.2118 -0.0439
H: -1.7300 -4.7467 -2.2877
H: -2.6955 -4.2517 -0.8833
H: -2.4448 -3.1226 -2.2523
H: -1.5524 -2.4824 0.7852
H: -1.3020 -1.3535 -0.5834
H: 0.0828 -1.9408 0.3586
C: 0.5708 -1.7666 -6.5270
C: -0.0981 -1.9935 -5.1965
O: -1.3107 -2.0295 -5.0966
C: 0.7906 -2.1728 -3.9962
H: -0.1906 -1.6537 -7.3013
H: 1.1707 -0.8549 -6.4907
H: 1.2001 -2.6231 -6.7775
H: 1.3993 -1.2780 -3.8484
H: 1.4299 -3.0474 -4.1334
H: 0.1751 -2.3265 -3.1109
C: -6.5165 8.0184 2.3981
C: -6.1885 6.5935 2.0371
O: -6.8995 5.6726 2.3920
C: -4.9471 6.3540 1.2205
H: -7.4360 8.0402 2.9864
H: -5.7084 8.4459 2.9953
H: -6.6675 8.6066 1.4904
H: -4.0695 6.7075 1.7659
H: -5.0288 6.8682 0.2604
H: -4.8365 5.2837 1.0363
C: 0.7245 6.5901 6.3762
C: -0.4768 6.2968 5.5159
O: -1.6067 6.3918 5.9561
C: -0.2242 5.8818 4.0912
H: 0.3924 6.8765 7.3761
H: 1.3504 5.6990 6.4569
H: 1.2962 7.4157 5.9473
H: 0.3594 4.9591 4.0705
H: 0.3055 6.6761 3.5608
H: -1.1775 5.7031 3.5916
C: 0.3556 3.7881 -5.7764
C: -0.8978 3.7097 -4.9459
O: -0.9419 4.1790 -3.8242
C: -2.0927 3.0282 -5.5579
H: 1.1332 4.3043 -5.2100
H: 0.7060 2.7821 -6.0161
H: 0.1597 4.3483 -6.6930
H: -1.8515 1.9886 -5.7886
H: -2.3972 3.5544 -6.4647
H: -2.9219 3.0458 -4.8478
C: 6.7541 -5.3534 -4.2631
C: 5.4952 -5.4850 -3.4483
O: 5.4464 -5.1033 -2.2944
C: 4.2982 -6.1074 -4.1170
H: 7.5321 -4.8889 -3.6544
H: 7.0983 -6.3409 -4.5775
H: 6.5684 -4.7228 -5.1351
H: 4.5334 -7.1282 -4.4247
H: 4.0036 -5.5101 -4.9825
H: 3.4647 -6.1374 -3.4121
C: -4.6808 -0.0219 -8.4948
C: -3.5295 0.4986 -7.6751
O: -3.0515 1.5987 -7.8839
C: -2.9930 -0.3938 -6.5883
H: -4.9626 0.7258 -9.2389
H: -4.3851 -0.9368 -9.0123
H: -5.5400 -0.2141 -7.8489
H: -2.6227 -1.3237 -7.0202
H: -3.7769 -0.6025 -5.8576
H: -2.1683 0.1091 -6.0820

Atom charges from the Mulliken analysis, given in e for atoms 1 to 6: N -0.346; C -0.754; C 0.435; O -0.224; C 0.652; O -0.411